[1]
The following is a quantum chemistry calculation of a 2-piece molecular cluster, C6H9NO overall at a distorted geometry, from the OMol25 dataset.

- SMILES = C=C=C(C)C.N=C=O
- gap between HOMO and LUMO (eV) = 9.397
- total charge = 0
- energy above the lowest of the compared OMol25 structures with the same formula, charge and spin (kcal per mole) = 61.5

Each line ends with the Mulliken charge.
Geometry (Å):
C 0.402 1.306 -2.113  -0.8609
C 0.138 0.345 -1.313  0.4020
C 0.876 0.611 2.165  0.6093
C 0.321 -1.660 0.127  -1.3914
C -1.782 -0.025 0.023  -1.2532
C -0.355 -0.488 -0.427  0.5298
N 1.780 0.760 1.426  -0.3150
O -0.015 0.357 2.855  -0.4399
H 0.024 1.294 -3.201  0.2159
H 1.380 -1.412 0.328  0.3410
H 0.365 -2.476 -0.580  0.4059
H -0.276 -2.107 0.916  0.3273
H -1.746 0.982 0.518  0.2475
H -2.515 -0.117 -0.755  0.4055
H -2.157 -0.809 0.663  0.3666
H 1.071 2.132 -1.812  0.2385
H 2.489 1.307 1.180  0.1711

=====

[2]
The following is a quantum chemistry calculation of one molecule with the formula C6H9NO at a distorted geometry, from the OMol25 dataset.

- multiplicity = 3
- gap between HOMO and LUMO (alpha / beta) (eV) = 6.911 / 9.313
- total charge = 0
- energy above the lowest of the compared OMol25 structures with the same formula, charge and spin (kcal per mole) = 0.0
- <S²> = 2.0066

Each line ends with the Mulliken charge.
Geometry (Å):
C -3.003 0.014 0.491  -0.0595
C 1.207 1.194 0.299  -0.6454
C 1.800 -0.224 0.073  -0.8177
C -0.141 1.065 -0.467  -0.4681
C 0.609 -1.243 0.063  -0.4147
C -0.527 -0.332 -0.203  -0.0083
N -1.795 -0.604 -0.236  -0.1706
O -3.993 0.281 -0.097  -0.3011
H 0.995 1.118 1.350  0.2746
H 1.952 2.012 0.041  0.3273
H 2.440 -0.306 -0.827  0.3228
H 2.401 -0.543 0.801  0.4300
H -0.782 1.746 0.106  0.3746
H -0.169 1.257 -1.542  0.2775
H 0.699 -2.007 -0.714  0.2805
H 0.540 -1.879 0.965  0.2962
H -2.235 -1.548 -0.103  0.3020

=====

[3]
The following is a quantum chemistry calculation of one molecule with the formula C6H9NO at a distorted geometry, from the OMol25 dataset.

- multiplicity = 3
- gap between HOMO and LUMO (alpha / beta) (eV) = 6.215 / 7.815
- total charge = 0
- energy above the lowest of the compared OMol25 structures with the same formula, charge and spin (kcal per mole) = 48.7
- <S²> = 2.0092

Each line ends with the Mulliken charge.
Geometry (Å):
C -1.632 0.080 0.267  -0.0024
C 0.246 1.042 1.177  -0.7358
C 0.798 0.267 -0.082  0.2334
C -0.439 -0.645 0.088  0.8254
C 0.939 1.156 -1.307  -1.3073
C -0.414 -2.194 0.073  -1.3755
N -0.832 0.050 1.389  -0.4928
O -2.698 0.386 -0.110  -0.4385
H 1.007 1.113 1.950  0.4022
H -0.140 2.039 0.955  0.3228
H 1.755 -0.126 0.260  0.5049
H 1.010 2.210 -0.952  0.3130
H -0.086 1.223 -1.815  0.3216
H 1.698 0.845 -1.967  0.3761
H -1.315 -2.592 -0.426  0.3191
H -0.274 -2.429 1.094  0.3541
H 0.377 -2.427 -0.594  0.3795

=====

[4]
The following is a quantum chemistry calculation of one molecule with the formula C6H9NO2 at a distorted geometry, from the OMol25 dataset.

- SMILES = C/N=C/OCCC=C=O
- gap between HOMO and LUMO (eV) = 9.556
- total charge = 0
- energy above the lowest of the compared OMol25 structures with the same formula, charge and spin (kcal per mole) = 69.0

Each line ends with the Mulliken charge.
Geometry (Å):
C -2.535 -0.875 -1.841  0.7701
C -0.396 0.352 -1.322  -0.3856
C 0.723 -0.654 -1.168  -0.3138
C -1.510 -0.122 -2.125  -0.8576
C 1.541 0.200 0.920  0.0410
C 0.303 0.514 2.912  -0.8289
N 0.465 0.065 1.568  -0.4155
O -3.410 -1.618 -1.730  -0.3813
O 1.720 0.052 -0.382  -0.3480
H -0.516 0.706 -0.279  0.2654
H 0.171 1.138 -1.786  0.2990
H 0.630 -1.648 -0.586  0.3269
H 1.305 -0.932 -2.138  0.2302
H -1.547 0.130 -3.164  0.3110
H 2.331 0.751 1.368  0.4310
H -0.765 0.785 2.991  0.2619
H 0.598 -0.303 3.558  0.2857
H 0.892 1.460 3.203  0.3083

=====

[5]
The following is a quantum chemistry calculation of one molecule with the formula C6H9NO2 at a distorted geometry, from the OMol25 dataset.

- SMILES = C[C@@H]1N[C@@H]2C[C@@]2(O)C1=O
- gap between HOMO and LUMO (eV) = 9.330
- total charge = 0
- energy above the lowest of the compared OMol25 structures with the same formula, charge and spin (kcal per mole) = 99.4

Each line ends with the Mulliken charge.
Geometry (Å):
C -0.131 1.464 1.976  -1.4048
C 0.601 0.694 0.862  0.4844
C 0.675 0.137 -1.225  0.0718
C 0.048 -0.769 -2.159  -0.8159
C -0.459 -0.814 -0.699  0.3235
C 0.204 -0.819 0.623  0.2069
H 0.173 0.973 2.955  0.3452
H -1.262 1.385 1.859  0.2473
H 0.117 2.560 1.945  0.3586
H 1.632 0.652 1.200  0.3747
H -0.428 1.730 -0.655  0.3551
H 1.650 -0.260 -1.023  0.2779
H 0.690 -1.509 -2.590  0.2642
H -0.741 -0.515 -2.886  0.2686
H -2.270 -0.552 -0.242  0.3477
N 0.535 1.354 -0.492  -0.6214
O -1.591 0.026 -0.575  -0.5210
O 0.473 -1.687 1.402  -0.5628

=====

[6]
The following is a quantum chemistry calculation of C6H9NO2 as an isolated structure, from the OMol25 dataset.

- gap between HOMO and LUMO (eV) = 9.289
- total charge = 0
- energy above the lowest of the compared OMol25 structures with the same formula, charge and spin (kcal per mole) = 123.6

Each line ends with the Mulliken charge.
Geometry (Å):
C -0.419 -0.062 -0.145  1.6919
C 2.373 -0.357 0.386  -0.6593
C -1.299 -1.288 -0.200  -1.3675
C -0.412 0.792 1.098  -1.6117
C 0.286 0.333 -1.286  0.1082
O 1.214 -0.943 -0.188  -0.4987
C -1.959 1.315 -1.235  -0.0732
O 0.816 0.757 -2.199  -0.2294
N -2.929 1.913 -1.460  -0.5292
H 2.215 -0.065 1.429  0.2554
H 2.729 0.515 -0.177  0.2912
H 3.159 -1.116 0.358  0.2545
H -1.257 -1.775 -1.171  0.3548
H -1.434 1.074 1.335  0.4519
H -0.005 0.183 1.907  0.4419
H -0.934 -1.977 0.561  0.3756
H -2.325 -0.996 0.006  0.4086
H 0.181 1.695 0.982  0.3349

=====

[7]
The following is a quantum chemistry calculation of C6H9NO2 as an isolated structure at a distorted geometry, from the OMol25 dataset.

- gap between HOMO and LUMO (eV) = 9.536
- total charge = 0
- energy above the lowest of the compared OMol25 structures with the same formula, charge and spin (kcal per mole) = 137.8

Each line ends with the Mulliken charge.
Geometry (Å):
C -0.013 -0.630 -0.308  1.1283
C -1.333 1.049 1.639  -0.6727
C -0.559 -0.795 -1.696  -1.2574
C 0.672 0.555 0.107  0.0916
C 1.570 1.490 0.282  -0.8405
O -0.915 0.948 0.274  -0.3966
O -0.362 -1.528 0.631  -0.3696
C 2.085 -1.253 -0.638  -0.1592
N 2.503 -2.214 -1.147  -0.5431
H -1.084 -2.081 0.298  0.3924
H -0.751 1.811 2.163  0.2798
H -1.225 0.093 2.157  0.2997
H -2.383 1.347 1.639  0.2461
H -0.392 0.101 -2.292  0.3516
H -0.045 -1.633 -2.170  0.4286
H -1.629 -1.010 -1.651  0.3892
H 2.612 1.276 0.099  0.3260
H 1.250 2.473 0.611  0.3056

=====

[8]
The following is a quantum chemistry calculation of one molecule with the formula C6H9NO2 at a distorted geometry, from the OMol25 dataset.

- SMILES = C=C(N)[C@H]1C[C@@H]1C(=O)O
- gap between HOMO and LUMO (eV) = 8.962
- total charge = 0
- energy above the lowest of the compared OMol25 structures with the same formula, charge and spin (kcal per mole) = 71.5

Each line ends with the Mulliken charge.
Geometry (Å):
C -0.782 -0.531 -0.016  -0.1358
C 0.041 0.527 -0.510  -0.1758
C -0.463 -0.488 -1.482  -0.7633
C -2.389 0.288 0.169  0.4376
C 1.520 0.057 0.216  0.8575
N 1.911 0.999 1.145  -0.4936
C 2.221 -1.039 -0.074  -1.1446
O -2.878 0.145 1.428  -0.4480
O -3.059 0.808 -0.691  -0.5523
H -3.794 0.477 1.460  0.3420
H -0.687 -1.297 0.734  0.4204
H -0.122 1.591 -0.441  0.3356
H 2.871 0.950 1.457  0.2260
H 1.609 1.949 0.997  0.2113
H -1.270 -0.200 -2.142  0.2621
H 0.232 -1.204 -1.895  0.1671
H 1.791 -1.876 -0.597  0.1969
H 3.249 -1.156 0.241  0.2569